ORCA calculation (ωB97M-V/def2-TZVPD) on C24H27OTi as an isolated structure in a non-equilibrium geometry.

Computed properties:
- HOMO (spin up / spin down) (eV) = -1.5 / -1.4
- 2S+1 = 3
- E_tot (Ha) = -1854.98472
- E_LUMO (spin up / spin down) (eV) = 2.5 / 2.5
- total charge = -1
- relative energy (zero: lowest compared OMol25 entry of this formula, charge and spin) (eV) = 3.664

Last column: Mulliken spin population.
CARTESIAN COORDINATES (ANGSTROEM)
C: 0.41712 -1.55572 2.11567  -0.05
C: -0.94910 -1.95350 1.58632  -0.10
C: -0.81777 -2.20775 0.24518  0.08
H: -1.84287 -1.74690 2.22321  0.02
C: 0.59420 -2.19012 -0.10295  0.03
C: 1.33759 -1.81460 1.00820  -0.16
H: 2.44909 -1.76747 1.11485  0.00
H: 0.76635 -1.55481 3.20688  0.00
H: -1.64995 -2.45498 -0.41522  0.03
H: 0.98231 -2.43011 -1.10827  0.03
C: -0.98317 2.11402 0.75941  0.05
C: -0.70302 1.76738 2.09207  0.02
C: 0.80159 1.44022 2.15125  -0.18
H: -1.40846 1.53179 2.90867  0.03
C: 1.30426 1.83465 0.84066  -0.03
C: 0.23207 2.26031 0.03185  0.00
H: 0.29288 2.61696 -1.00771  0.02
H: -2.00061 2.36565 0.43354  0.03
H: 1.49006 1.29552 3.02324  0.00
H: 2.39105 1.88981 0.60664  0.01
Ti: 0.00213 -0.01070 0.41720  1.82
O: -0.30108 -0.13572 -3.43259  0.04
C: -1.43161 -0.89954 -3.91946  0.01
C: -0.10744 -0.90677 -4.67045  0.00
H: -1.68633 -1.80822 -3.32121  0.00
H: -2.27000 -0.32235 -4.38575  0.00
H: 0.51715 -1.83229 -4.54374  0.00
H: 0.80663 -1.93060 -6.97198  0.00
C: 0.55011 -0.87260 -7.08149  0.00
C: 0.05737 -0.19691 -5.93965  0.00
C: -0.27757 1.17464 -6.04050  0.00
H: -0.62850 1.71464 -5.15560  0.00
C: -0.11890 1.83582 -7.26210  0.00
H: -0.36836 2.89580 -7.33330  0.00
C: 0.35830 1.15197 -8.38603  0.00
H: 0.47889 1.67144 -9.34060  0.00
C: 0.69198 -0.20770 -8.28541  0.00
H: 1.06949 -0.74872 -9.14876  0.00
C: -1.24918 0.72272 5.83012  0.01
C: -0.00578 0.00159 5.41330  -0.02
C: 1.24587 0.72017 5.82926  0.02
C: -0.00082 -1.43914 5.82852  0.00
C: -0.04341 -0.06088 3.91469  0.30
C: 0.00648 0.04108 2.53730  0.00
H: -1.24180 0.71708 6.95784  0.00
H: -2.15530 0.19473 5.47672  0.00
H: -1.24603 1.76975 5.47603  0.00
H: 1.24228 0.71731 6.95913  0.00
H: 2.15545 0.19477 5.47644  -0.01
H: 1.24665 1.76944 5.47636  0.00
H: -0.90982 -1.96363 5.47734  0.00
H: 0.90950 -1.96330 5.47803  -0.01
H: 0.00006 -1.43421 6.95681  0.00